The following is a DFT calculation (ωB97M-V/def2-TZVPD) of Cl2H2P2 in the gas phase in a non-equilibrium geometry.

Structure (XYZ):
```
6
Properties=species:S:1:pos:R:3:nbo_charge:R:1
P -1.283 -0.240 0.285 0.015
P 0.726 0.498 0.903 0.553
Cl 0.815 2.140 -0.199 -0.263
Cl 1.998 -0.616 -0.185 -0.283
H -1.312 -0.331 -1.231 0.019
H -0.944 -1.452 0.427 -0.041
```

SMILES ... [PH2]#P(Cl)Cl
HOMO energy ... -9.3 eV


The following is a DFT calculation (ωB97M-V/def2-TZVPD) of 2 unconnected molecules or ions with the total composition C26H26N4O4 in a non-equilibrium geometry.

Structure (XYZ):
```
60
Properties=species:S:1:pos:R:3:nbo_charge:R:1
C 4.214 0.539 -0.685 -0.621
C 3.075 0.870 0.225 -0.297
C 2.064 1.764 -0.090 0.089
N 0.959 2.018 0.626 -0.696
C 0.791 1.292 1.803 0.752
O -0.285 1.184 2.387 -0.708
N 1.948 0.691 2.305 -0.646
C 3.020 0.252 1.537 0.631
O 3.809 -0.577 1.992 -0.676
H 4.853 -0.267 -0.309 0.240
H 3.867 0.242 -1.684 0.197
H 4.868 1.408 -0.841 0.196
H 2.122 2.305 -1.049 0.168
H 1.839 0.242 3.205 0.406
C 1.536 7.899 5.695 -0.258
O 0.723 7.163 4.753 -0.490
C 0.592 7.584 3.468 0.324
C -0.075 6.669 2.604 -0.243
C -0.374 7.069 1.325 0.030
C -0.029 8.380 0.886 0.088
C 0.654 9.277 1.703 -0.206
C 1.019 8.855 2.987 -0.293
N -0.549 8.540 -0.407 -0.312
C -0.412 9.709 -1.261 -0.409
C -1.212 7.403 -0.786 0.089
C -1.120 6.434 0.239 -0.204
C -1.615 5.112 0.258 0.066
C -2.718 4.683 -0.508 -0.190
C -3.618 5.489 -1.243 0.094
N -4.320 4.715 -2.120 -0.285
C -5.186 5.238 -3.160 -0.409
C -3.993 3.370 -1.942 0.072
C -3.002 3.304 -0.917 0.038
C -2.290 2.139 -0.705 -0.303
C -2.536 1.046 -1.593 0.346
O -1.923 -0.166 -1.487 -0.486
C -1.016 -0.302 -0.388 -0.286
C -3.443 1.171 -2.679 -0.240
C -4.215 2.316 -2.826 -0.223
H 1.505 7.292 6.604 0.212
H 2.573 7.989 5.340 0.185
H 1.119 8.896 5.899 0.179
H -0.382 5.687 2.958 0.243
H 0.894 10.278 1.344 0.218
H 1.582 9.519 3.640 0.228
H 0.190 10.471 -0.755 0.227
H 0.075 9.456 -2.216 0.220
H -1.398 10.126 -1.508 0.213
H -1.697 7.319 -1.751 0.220
H -1.067 4.373 0.842 0.267
H -3.718 6.567 -1.222 0.219
H -5.409 4.454 -3.883 0.230
H -6.125 5.617 -2.743 0.220
H -4.692 6.070 -3.672 0.214
H -1.546 2.104 0.098 0.287
H -0.512 -1.264 -0.514 0.200
H -0.283 0.517 -0.402 0.222
H -1.576 -0.273 0.558 0.200
H -3.532 0.338 -3.375 0.236
H -4.933 2.412 -3.638 0.215
```

HOMO energy ... -6.0 eV


The following is a DFT calculation (ωB97M-V/def2-TZVPD) of 3 unconnected molecules or ions with the total composition C5H17NO2 in a non-equilibrium geometry.

Structure (XYZ):
```
25
Properties=species:S:1:pos:R:3:nbo_charge:R:1
C -1.452 -1.032 0.918 -0.680
C -0.755 0.373 0.958 -0.447
C -1.063 1.241 -0.258 -0.421
C 0.142 2.071 -0.762 -0.215
N 1.076 1.248 -1.567 -0.648
C 0.525 0.726 -2.784 -0.488
H -2.264 -1.123 0.189 0.185
H -1.776 -1.308 1.915 0.204
H -0.763 -1.768 0.572 0.205
H -0.719 0.778 1.956 0.211
H 0.255 -0.023 0.750 0.194
H -1.476 0.631 -1.056 0.203
H -1.935 1.888 -0.055 0.184
H -0.281 2.874 -1.369 0.175
H 0.757 2.476 0.042 0.190
H 1.418 0.526 -0.941 0.348
H 1.206 -0.065 -3.134 0.194
H -0.469 0.264 -2.789 0.171
H 0.767 1.409 -3.611 0.179
H 0.738 -1.535 2.417 0.510
H 1.437 -0.145 2.883 0.455
O 1.035 -0.963 3.156 -1.014
H 1.990 -2.817 1.123 0.398
H 0.572 -3.006 0.318 0.327
O 1.035 -2.720 1.128 -1.423
```

Multiplicity ... 2
HOMO energy (spin up / spin down) ... 0.7 / -5.9 eV
Total charge ... -1


The following is a DFT calculation (ωB97M-V/def2-TZVPD) of C2H2Cl2O2S in the gas phase in a non-equilibrium geometry.

Structure (XYZ):
```
9
Properties=species:S:1:pos:R:3:nbo_charge:R:1
C -0.091 0.500 -0.900 0.050
C -0.928 0.319 0.328 -0.310
O 0.190 -0.302 -3.625 -0.875
O 1.107 1.080 -0.841 -0.654
S -0.607 -0.397 -2.417 1.045
Cl -0.808 1.785 1.334 -0.004
Cl -0.143 -0.991 1.316 -0.047
H -2.029 0.022 0.404 0.290
H 1.566 1.023 -0.005 0.504
```

HOMO energy (spin up / spin down) ... -8.8 / -8.8 eV


The following is a DFT calculation (ωB97M-V/def2-TZVPD) of a molecular structure, C24H23N8ReSb in a non-equilibrium geometry.

Structure (XYZ):
```
57
Properties=species:S:1:pos:R:3:nbo_charge:R:1
Re 0.498 -0.845 0.002 1.612
C 0.269 -1.861 -2.931 -0.612
C 0.045 -0.385 -2.914 0.250
C -0.299 0.308 -4.072 -0.209
C -0.444 1.684 -4.033 -0.017
C -0.182 2.354 -2.838 -0.240
C 0.151 1.612 -1.722 -0.051
N 0.221 0.282 -1.756 -0.494
Sb 1.071 2.691 0.004 1.265
C 2.760 1.221 0.007 -0.075
C 4.046 1.717 0.012 -0.228
C 5.107 0.808 0.010 0.001
C 4.818 -0.544 0.004 -0.214
C 3.496 -0.979 0.002 0.280
C 3.151 -2.432 -0.005 -0.688
N 2.470 -0.089 0.004 -0.567
C 0.141 1.609 1.725 -0.050
C -0.200 2.349 2.840 -0.240
C -0.468 1.677 4.034 -0.017
C -0.319 0.301 4.073 -0.209
C 0.032 -0.391 2.917 0.251
C 0.262 -1.865 2.933 -0.612
N 0.212 0.278 1.759 -0.495
H -0.589 -2.399 -3.337 0.300
H 0.492 -2.260 -1.923 0.154
H 1.118 -2.094 -3.582 0.307
H -0.444 -0.239 -4.994 0.285
H -0.720 2.241 -4.920 0.288
H -0.215 3.434 -2.784 0.275
H 4.237 2.783 0.016 0.278
H 6.132 1.160 0.012 0.288
H 5.620 -1.270 0.003 0.284
H 4.058 -3.032 0.012 0.317
H 2.612 -2.711 -0.916 0.239
H 2.578 -2.714 0.884 0.236
H -0.234 3.429 2.789 0.276
H -0.750 2.232 4.920 0.288
H -0.468 -0.248 4.994 0.286
H -0.593 -2.405 3.344 0.300
H 1.115 -2.096 3.580 0.307
H 0.481 -2.263 1.924 0.154
N -3.153 -3.110 -0.001 -0.244
C -1.834 -2.936 -0.001 0.224
N -1.560 -1.625 -0.003 -0.591
C -2.813 -1.035 -0.004 0.329
N -3.759 -1.946 -0.003 -0.165
C -3.180 0.378 -0.006 0.068
C -4.567 0.719 -0.008 0.127
N -4.893 1.967 -0.010 -0.339
C -4.047 2.955 -0.010 0.101
C -2.681 2.617 -0.006 0.007
N -2.298 1.361 -0.004 -0.455
H -3.687 -3.980 0.000 0.488
H -1.122 -3.746 0.001 0.256
H -5.341 -0.042 -0.007 0.249
H -4.406 3.980 -0.011 0.254
H -1.924 3.395 -0.004 0.191
```

Multiplicity ... 2
HOMO energy (spin up / spin down) ... -19.7 / -19.7 eV
Total charge ... +4


The following is a DFT calculation (ωB97M-V/def2-TZVPD) of a molecular structure, C28H23BCl2CrN8 in a non-equilibrium geometry.

Structure (XYZ):
```
63
Properties=species:S:1:pos:R:3:nbo_charge:R:1
Cr -0.447 0.815 -0.576 1.063
C 0.049 4.913 1.031 -0.383
C 0.555 3.716 0.476 -0.024
N -0.430 2.903 0.159 -0.304
N -1.586 3.520 0.491 -0.322
C -1.320 4.733 1.003 -0.033
B -2.959 2.921 0.064 0.568
N -3.201 1.593 0.830 -0.321
C -4.308 1.126 1.422 -0.026
C -4.113 -0.208 1.729 -0.379
C -2.813 -0.476 1.251 -0.024
N -2.284 0.609 0.715 -0.289
N -2.937 2.608 -1.464 -0.322
C -3.755 2.988 -2.456 -0.038
C -3.343 2.370 -3.623 -0.383
C -2.224 1.597 -3.222 -0.020
N -2.013 1.743 -1.932 -0.299
H 0.599 5.766 1.393 0.208
H 1.566 3.385 0.285 0.236
H -2.131 5.374 1.313 0.199
H -3.850 3.710 0.314 -0.066
H -5.147 1.781 1.588 0.202
H -4.789 -0.880 2.229 0.211
H -2.218 -1.376 1.278 0.229
H -4.553 3.688 -2.261 0.197
H -3.763 2.472 -4.609 0.207
H -1.535 0.979 -3.775 0.245
Cl 1.075 0.584 -5.014 -0.119
C 2.340 0.329 -3.790 -0.113
C 3.537 -0.145 -4.267 -0.241
C 4.626 -0.371 -3.417 -0.408
C 4.420 -0.075 -2.066 -0.220
C 3.218 0.401 -1.594 -0.139
Cl 3.176 0.767 0.146 -0.094
C 1.997 0.618 -2.375 0.146
N 0.860 1.002 -1.959 -0.908
H 3.619 -0.339 -5.332 0.191
H 5.570 -0.757 -3.777 0.181
H 5.225 -0.215 -1.352 0.192
N 0.235 -0.753 0.211 -0.703
C 0.574 -1.688 0.999 0.171
C 0.809 -3.034 0.375 -0.097
C 1.146 -3.073 -0.983 -0.110
C 1.305 -4.279 -1.646 -0.237
C 1.110 -5.492 -0.991 -0.255
C 0.751 -5.469 0.346 -0.239
C 0.601 -4.257 1.019 -0.233
C 0.771 -1.489 2.458 0.019
C 0.188 -0.389 3.099 -0.208
C 0.413 -0.124 4.442 -0.229
C 1.251 -0.930 5.205 -0.245
C 1.871 -2.004 4.578 -0.235
C 1.641 -2.273 3.235 -0.244
H 1.276 -2.124 -1.489 0.243
H 1.585 -4.263 -2.693 0.204
H 1.236 -6.433 -1.513 0.188
H 0.571 -6.396 0.880 0.185
H 0.293 -4.261 2.059 0.201
H -0.434 0.269 2.509 0.239
H -0.065 0.738 4.894 0.196
H 1.431 -0.716 6.251 0.188
H 2.559 -2.632 5.134 0.189
H 2.168 -3.096 2.767 0.212
```

Multiplicity ... 5
HOMO energy (spin up / spin down) ... 0.6 / 0.1 eV
Total charge ... -2


Number 1: calculated total energy -43655.1402 eV. Number 2: calculated total energy -41532.4484 eV. Number 3: calculated total energy -11043.8418 eV. Number 4: calculated total energy -42079.0052 eV. Number 5: calculated total energy -45804.6244 eV. Number 6: calculated total energy -95474.9214 eV.